C38H27O5 | wB97M-V/def2-TZVPD

Values from the calculation:
energy = -50082.352 eV
HOMO energy = -3.8 eV

```
! RIJCOSX wB97M-V def2-TZVPD def2/J DEFGRID3
* xyz -1 1
O -0.16 3.66 2.84
O 0.99 -3.59 -1.43
O -1.95 -0.27 6.26
O 1.35 0.44 -2.23
O 3.30 2.15 -0.06
C -2.52 -3.03 -1.31
C 2.40 6.49 -0.62
C 2.42 2.82 0.45
C -2.01 -0.97 -3.37
C 0.15 -0.30 5.21
C -1.75 0.64 4.00
C 5.07 -2.87 -2.29
C 0.97 0.02 4.15
C 2.82 5.16 -0.60
C -3.72 -5.05 -1.84
C -0.91 0.98 2.96
C -1.42 0.48 -1.51
C -3.16 -0.21 -3.58
C -3.71 -3.75 -1.34
C 1.34 6.92 0.22
C 0.66 3.57 1.91
C 1.38 1.12 1.97
C -1.14 -0.67 -2.29
C -1.22 0.02 5.15
C 1.31 -0.80 -2.15
C -1.34 -4.93 -2.25
C 4.07 -3.22 -3.20
C 1.41 2.37 1.44
C 2.62 -1.55 -2.22
C 2.17 4.27 0.25
C 2.84 -2.56 -3.17
C 0.05 -1.49 -2.02
C -1.34 -3.61 -1.76
C 3.67 -1.11 -1.40
C -2.61 1.19 -1.69
C -3.50 0.83 -2.71
C 4.88 -1.80 -1.41
C 0.48 0.70 3.01
C 0.72 6.03 1.08
C -3.35 0.07 6.22
C -2.53 -5.65 -2.28
C 1.14 4.71 1.08
C 0.00 -2.90 -1.72
H 2.04 -2.83 -3.86
H -3.81 -0.43 -4.43
H 2.19 0.45 1.70
H 1.01 7.96 0.16
H -0.42 -5.35 -2.65
H 6.01 -3.43 -2.28
H 5.67 -1.50 -0.71
H 2.88 7.21 -1.30
H -2.82 2.04 -1.04
H -0.10 6.34 1.72
H -4.44 1.37 -2.83
H 3.62 4.80 -1.24
H 3.53 -0.22 -0.78
H -4.63 -3.28 -0.99
H 4.22 -4.01 -3.93
H -0.69 0.80 -0.76
H -3.86 -0.44 5.39
H -2.52 -6.67 -2.65
H -1.31 1.51 2.09
H -3.48 1.16 6.14
H -1.78 -1.80 -4.04
H -2.82 0.89 3.95
H -3.74 -0.29 7.18
H -4.66 -5.62 -1.89
H -2.53 -1.99 -1.00
H 0.53 -0.76 6.12
H 2.04 -0.19 4.21
*
```

C38H28F15GeN2OS2SiTcTe4 | wB97M-V/def2-TZVPD

Values from the calculation:
energy = -203083.427 eV
HOMO energy = -7.6 eV

```
! RIJCOSX wB97M-V def2-TZVPD def2/J DEFGRID3
* xyz 0 1
Te 6.16 13.91 19.96
Te 8.45 13.17 18.74
Te 10.14 12.34 20.42
Te 8.08 15.79 19.30
Tc 8.04 12.68 16.28
Ge 8.84 11.71 12.69
S 7.46 11.39 14.28
S 4.88 11.99 15.67
Si 8.05 9.17 17.80
F 10.16 9.57 10.84
F 7.00 14.36 12.83
F 11.03 14.85 9.12
F 7.02 16.51 11.24
F 11.45 13.41 13.05
F 9.42 8.50 8.45
F 14.56 9.97 13.34
F 6.27 12.14 10.96
F 9.17 16.84 9.41
F 7.08 9.38 7.32
F 14.07 12.52 13.24
F 12.57 8.16 13.62
F 10.05 8.86 13.53
F 5.57 11.17 8.55
F 10.93 12.73 10.50
O 6.04 12.34 16.62
N 10.11 12.21 16.45
N 8.65 10.61 17.08
C 10.65 11.23 13.15
C 7.90 14.28 15.74
C 7.39 7.96 16.58
C 12.26 10.78 17.17
C 11.30 14.40 16.30
C 7.49 9.86 8.45
C 8.00 15.61 11.11
C 12.37 12.19 16.98
C 9.93 10.94 16.87
C 9.05 15.75 10.18
C 6.63 9.77 18.92
C 3.57 12.39 16.93
C 8.07 14.46 11.94
C 9.99 14.71 9.99
C 9.01 9.90 10.29
C 6.92 18.25 14.38
C 6.44 16.29 15.67
C 7.65 15.66 15.34
C 11.04 10.12 17.15
C 13.29 10.34 13.32
C 4.60 13.47 14.70
C 13.05 11.67 13.24
C 11.72 12.11 13.10
C 3.34 13.88 16.73
C 3.28 14.01 15.20
C 6.05 17.52 15.20
C 9.92 13.62 10.79
C 6.68 10.79 9.10
C 8.98 13.42 11.79
C 8.14 17.67 14.04
C 9.26 8.35 19.03
C 12.29 9.44 13.49
C 7.07 11.26 10.36
C 8.18 10.77 11.01
C 8.54 16.41 14.58
C 8.67 9.43 9.02
C 10.96 9.87 13.37
C 11.26 12.86 16.53
H 2.40 14.13 17.20
H 9.89 9.01 19.58
H 4.63 13.28 13.60
H 4.22 14.40 17.12
H 2.69 11.79 16.73
H 6.25 10.76 18.63
H 3.13 15.02 14.82
H 10.96 9.11 17.52
H 11.26 14.65 15.22
H 9.43 15.92 14.23
H 8.55 7.83 19.80
H 10.43 14.89 16.73
H 9.90 7.49 18.68
H 13.14 10.20 17.39
H 6.45 8.25 16.15
H 7.32 6.92 16.90
H 7.09 9.90 19.89
H 2.46 13.44 14.85
H 8.00 7.85 15.69
H 8.79 18.16 13.31
H 4.11 12.18 17.88
H 5.13 17.95 15.45
H 6.64 19.17 13.92
H 5.51 14.08 14.74
H 5.79 15.78 16.45
H 12.22 14.75 16.75
H 5.78 9.06 18.97
H 13.30 12.70 16.87
*
```

C38H29BrN3O10PSW | wB97M-V/def2-TZVPD

Values from the calculation:
relative energy (zero: lowest compared OMol25 entry of this formula, charge and spin) = 1.7 kJ/mol
energy = -156815.559 eV
expectation value of S² = 2.013
HOMO energy (alpha / beta) = -7.5 / -8.5 eV

```
! RIJCOSX wB97M-V def2-TZVPD def2/J DEFGRID3
* xyz 0 3
W -0.19 0.04 -0.53
Br 5.29 -0.91 -5.42
S -2.69 1.44 -2.02
P -1.29 1.64 2.77
O 1.81 -0.20 -0.59
O 2.31 6.35 -4.63
O 0.09 -0.75 1.30
O 1.62 -0.95 2.90
O 0.43 1.81 0.43
O -1.85 1.29 -0.75
O -2.71 0.19 -2.75
O 2.39 6.85 -2.54
O 0.21 1.02 -2.30
O -2.33 2.64 -2.73
N 2.15 6.09 -3.45
N -1.98 -1.22 -0.16
N -0.14 -1.62 -1.92
C -1.44 -3.55 -2.86
C 1.35 3.85 -4.16
C 0.88 2.61 -3.86
C 1.24 2.82 3.24
C 1.62 5.20 3.25
C 2.11 3.90 3.33
C -0.61 4.33 2.99
C 1.64 4.76 -3.12
C 1.45 4.43 -1.81
C -1.25 -2.51 -1.99
C -2.16 2.16 5.43
C 3.85 0.16 -1.69
C -4.83 2.28 4.72
C -4.01 -1.72 0.99
C 2.09 -1.09 -2.78
C -3.36 -3.07 -0.88
C 2.54 -0.37 -1.66
C -0.13 3.02 3.07
C -0.37 0.21 3.47
C -3.86 2.04 3.75
C -4.30 1.70 -1.35
C 0.82 -1.76 -2.78
C 2.93 -1.26 -3.90
C 0.56 -0.53 2.51
C -2.22 -2.26 -0.99
C -3.54 -4.13 -1.80
C 0.66 2.21 -2.51
C 4.64 0.00 -2.80
C 0.97 3.15 -1.48
C -2.85 -0.95 0.79
C -2.52 1.97 4.10
C -3.12 2.40 6.40
C 0.25 5.41 3.08
C 4.18 -0.71 -3.91
C 0.83 2.86 -0.09
C -4.46 2.46 6.04
C -2.60 -4.35 -2.76
C -4.27 -2.77 0.16
H -1.11 2.13 5.72
H -4.27 2.57 -0.70
H 0.20 0.48 4.36
H 2.29 6.04 3.32
H -0.14 6.42 3.02
H 1.65 1.82 3.28
H -1.13 -0.51 3.78
H -2.73 -5.16 -3.47
H 1.50 4.16 -5.18
H 4.20 0.69 -0.81
H -2.63 -0.09 1.40
H -0.72 -3.78 -3.63
H 1.68 5.14 -1.04
H -5.22 2.65 6.79
H -4.42 -4.75 -1.73
H -4.15 1.91 2.72
H -4.68 -1.46 1.80
H -1.67 4.50 2.85
H -4.97 1.87 -2.18
H 5.64 0.43 -2.81
H -4.61 0.81 -0.79
H 0.69 -2.48 -3.58
H 2.57 -1.83 -4.75
H 1.12 3.66 0.60
H 3.17 3.73 3.46
H 0.63 1.90 -4.64
H -2.83 2.55 7.43
H -5.88 2.34 4.43
H -5.16 -3.37 0.28
*
```